i | C3H8ClP | wB97M-V/def2-TZVPD

Summary:
Gap between HOMO and LUMO (alpha / beta) (eV): 7.54 / 7.34
E_HOMO (alpha / beta) (eV): -7.3035 / -7.2036

ORCA input file:
```
! wB97M-V def2-TZVPD RIJCOSX def2/J DEFGRID3
* xyz 0 1
C -2.04120 0.55841 1.11660
C 2.48336 -1.12258 -0.56038
C -0.96535 0.97969 0.15643
P 0.16474 -0.05864 -0.58090
Cl 3.40582 0.28304 -0.24004
H -2.04135 -0.57603 1.51387
H -2.97642 0.63942 0.59444
H -2.11457 1.26705 1.94260
H 2.52643 -1.85836 0.23459
H 2.53902 -1.68932 -1.42247
H -0.69958 2.07019 0.06727
H 0.36326 0.67151 -1.79296
H -0.64415 -1.16437 -1.02904
*
```

Here are the Löwdin charges for atoms 1 to 2, given in e: -0.219, -0.706

***

ii | C3H8ClP | wB97M-V/def2-TZVPD

Summary:
Gap between HOMO and LUMO (eV): 8.22
E_HOMO (eV): -8.2984

ORCA input file:
```
! wB97M-V def2-TZVPD RIJCOSX def2/J DEFGRID3
* xyz 0 1
C -0.49669 2.74351 0.66844
C 0.03715 -1.06287 -1.03297
C 0.24449 -0.34346 1.51357
P 0.56938 0.41288 -0.12626
Cl 2.52502 0.18795 -0.31225
H 0.28544 2.94327 1.38014
H -0.30711 3.44651 -0.20901
H 0.70268 -1.77289 -0.72587
H -0.92294 -1.14483 -0.49271
H 0.06797 -1.05172 -2.21287
H 0.67442 -1.26833 1.64089
H 0.69151 0.31447 2.23890
H -0.80832 -0.55068 1.48789
*
```

Here are the Löwdin charges for atoms 1 to 2, given in e: -0.023, -0.338

***

Which structure wins on stability? ii wins.

***

i | H44O22 | wB97M-V/def2-TZVPD

Summary:
Gap between HOMO and LUMO (eV): 10.72
E_HOMO (eV): -10.7111

ORCA input file:
```
! wB97M-V def2-TZVPD RIJCOSX def2/J DEFGRID3
* xyz 0 1
O 2.33799 -1.54371 3.06961
H 2.79282 -2.12888 2.47194
H 1.99508 -0.84945 2.53614
O 0.78346 1.95459 -4.58435
H 0.62883 1.20386 -3.93780
H -0.12412 2.32308 -4.62672
O 2.93913 3.15066 -3.45793
H 3.56804 2.46425 -3.25898
H 2.23601 2.81898 -4.08490
O 2.17080 -3.88727 1.32835
H 2.14432 -3.42150 0.49242
H 2.47214 -4.78766 1.22863
O -2.73341 -1.94713 3.47643
H -2.01824 -2.25465 4.03631
H -3.55888 -2.38120 3.78950
O -2.23083 -1.59031 0.50163
H -2.38604 -1.85409 1.46233
H -1.35065 -1.91533 0.35156
O -1.05639 -2.41478 -2.86189
H -2.02899 -2.35715 -2.55835
H -1.05981 -3.16212 -3.48751
O 1.06055 -2.06622 -0.41587
H 1.48911 -1.18814 -0.37683
H 0.57550 -2.16339 -1.25547
O 0.56790 4.31745 0.99867
H -0.31115 4.72725 0.83224
H 0.77344 4.75837 1.79825
O -3.39159 -2.34687 -1.64189
H -2.87861 -2.26375 -0.80040
H -3.97054 -3.10559 -1.55669
O 2.25951 0.56995 0.18775
H 1.45801 0.91295 0.76729
H 2.89411 1.36868 0.18236
O -0.49712 2.45174 4.66021
H -0.61673 1.49570 4.77543
H -0.13933 2.84214 5.46459
O 3.04736 3.27727 -0.63162
H 2.85725 3.46916 -1.59244
H 2.91545 4.17898 -0.23722
O 0.07903 1.12701 1.71644
H 0.32952 1.97640 2.16649
H -0.87338 1.20615 1.37392
O -0.10819 -4.64506 3.32244
H -0.08078 -5.56186 3.00787
H 0.59320 -4.12233 2.85660
O -0.45315 -2.79780 5.00669
H 0.32370 -2.23074 4.90719
H -0.22175 -3.63119 4.64704
O 0.92304 -4.96851 -5.06208
H 1.53480 -5.58783 -5.50607
H 1.51610 -4.58125 -4.39248
O -1.80663 5.07562 -0.35707
H -1.19393 4.63130 -0.94728
H -2.70333 4.69617 -0.45144
O -2.16306 2.07574 -1.68525
H -1.82206 1.31363 -2.20187
H -1.51458 2.79620 -1.94709
O 0.04121 0.30978 -2.42797
H 0.32205 0.53915 -1.46485
H -0.26220 -0.60484 -2.56016
O 0.19294 3.84479 -1.74851
H 0.89774 3.50071 -2.25770
H 0.56049 3.86498 -0.84055
O -2.46942 1.21114 0.96519
H -2.57461 0.31129 0.70411
H -2.68108 1.59551 0.13168
*
```

Here are the Löwdin charges for atoms 1 to 2, given in e: -0.034, 0.002

***

ii | H44O22 | wB97M-V/def2-TZVPD

Summary:
Gap between HOMO and LUMO (eV): 10.79
E_HOMO (eV): -10.8128

ORCA input file:
```
! wB97M-V def2-TZVPD RIJCOSX def2/J DEFGRID3
* xyz 0 1
O -3.55345 -0.54847 -0.83476
H -4.53093 -0.57130 -0.96388
H -3.36994 0.32286 -0.39565
O -2.26514 -4.60561 -1.67285
H -1.73680 -4.18663 -0.89949
H -1.83236 -5.45314 -1.91923
O -2.15170 0.79135 -2.81500
H -3.13417 0.64858 -2.77473
H -1.87911 0.91562 -3.74450
O -3.11007 1.88233 0.69179
H -3.27906 2.72371 0.25899
H -2.13648 1.91641 0.67791
O -0.79189 -2.33576 -3.30768
H -1.39781 -1.56794 -3.25618
H -1.36385 -3.08202 -3.06362
O 1.17565 -0.65749 -1.95919
H 0.75757 -0.76458 -1.08783
H 1.05567 -1.44372 -2.52806
O 3.85718 0.13761 2.02052
H 3.96929 -0.36894 1.19551
H 4.73696 0.20009 2.43820
O -0.42254 1.38102 1.50560
H 0.52869 1.68918 1.41117
H -0.63511 1.73504 2.39540
O -1.43210 -1.71465 3.56277
H -2.02612 -1.05619 3.99332
H -1.59652 -1.34548 2.64513
O 0.53404 1.86865 -2.42770
H 0.88570 0.96262 -2.27889
H -0.46846 1.68435 -2.51054
O -0.41643 0.52490 -5.01732
H 0.28441 0.88192 -4.48969
H -0.35372 -0.43775 -4.88772
O 3.93909 -0.74695 -0.26321
H 3.07806 -0.74841 -0.63477
H 4.57496 -0.29283 -0.86891
O 5.60916 1.05443 -1.42199
H 6.45895 1.16726 -0.97645
H 5.23219 1.95227 -1.38343
O -4.39214 -2.88665 1.82014
H -3.63986 -3.37728 1.44061
H -4.74166 -3.35882 2.56427
O 2.11144 3.53709 -1.00285
H 1.79727 4.42622 -0.74821
H 1.35061 3.09272 -1.41603
O -1.82694 -2.67396 0.43973
H -2.40654 -2.05615 -0.06504
H -1.02268 -2.14272 0.54525
O -3.88811 -0.21925 2.57523
H -3.74963 0.05985 1.67072
H -4.09967 -1.20217 2.41837
O 4.75452 4.00616 -1.50739
H 5.00424 4.51444 -0.73064
H 3.84099 3.75417 -1.31193
O -1.83000 1.52236 4.14277
H -2.09096 2.36525 4.60422
H -2.54558 1.33936 3.51983
O 1.79351 -2.61718 2.99431
H 1.01159 -2.31604 3.53668
H 2.55244 -2.09063 3.24109
O 2.24037 2.15927 1.46161
H 3.05797 1.69472 1.67363
H 2.30834 2.56330 0.60188
O 0.44666 -1.00773 0.67824
H 1.06752 -1.37785 1.32511
H 0.10250 -0.22084 1.11530
*
```

Here are the Löwdin charges for atoms 1 to 2, given in e: -0.077, 0.086

***

Which structure wins on stability? ii wins.

***

i | C4H13NO2S | wB97M-V/def2-TZVPD

Summary:
Gap between HOMO and LUMO (alpha / beta) (eV): 9.38 / 3.91
E_HOMO (alpha / beta) (eV): -12.7457 / -12.6202

ORCA input file:
```
! wB97M-V def2-TZVPD RIJCOSX def2/J DEFGRID3
* xyz 1 2
C 0.47363 0.71519 0.54446
O 0.46932 1.92373 -0.18452
C -0.40814 -0.23760 -0.32462
C -0.07038 -1.71125 -0.11519
C 1.03585 -2.17616 -1.06475
S 0.39792 -2.72207 -2.64865
N -1.76077 -0.00680 0.07385
H 1.46453 0.31921 0.71952
H 0.08474 0.84101 1.53129
H 1.29032 2.41173 -0.14533
H -0.22877 0.17889 -1.32684
H 0.22610 -1.81120 0.92020
H -0.97251 -2.30580 -0.22622
H 1.62761 -2.97509 -0.61127
H 1.74722 -1.36381 -1.27309
H -0.79752 -2.11914 -2.57083
H -2.07312 0.94421 0.02656
H -2.45310 -0.70872 -0.07188
H -0.27642 3.08377 1.68458
H -0.13849 4.08442 2.87273
O 0.36197 3.63546 2.18998
*
```

Here are the Löwdin charges for atoms 1 to 2, given in e: -0.172, -0.039

***

ii | C4H13NO2S | wB97M-V/def2-TZVPD

Summary:
Gap between HOMO and LUMO (alpha / beta) (eV): 5.84 / 5.78
E_HOMO (alpha / beta) (eV): -13.5829 / -13.5816

ORCA input file:
```
! wB97M-V def2-TZVPD RIJCOSX def2/J DEFGRID3
* xyz 1 2
C 1.69230 -2.04138 -0.16078
O 2.16764 -2.55678 -1.51652
C 0.78945 -0.88124 -0.37794
C -0.19804 -0.80373 0.92447
C -0.81928 0.53274 1.35731
S -2.37584 1.02089 0.45012
N 1.48329 0.38631 -0.50374
H 1.06244 -2.94053 0.27632
H 2.53089 -1.58451 0.49883
H 3.09249 -2.14276 -1.61133
H 0.19644 -1.06218 -1.30004
H -1.14286 -1.30199 0.44823
H 0.30333 -1.30772 1.76407
H -0.16739 1.41039 1.38503
H -1.05531 0.24439 2.41896
H -1.68477 -1.69579 -0.07105
H 1.94615 0.61992 -1.34835
H 0.74710 1.05718 -0.26331
H -0.82803 3.63469 -0.87235
H -1.15953 2.29259 -0.15658
O -0.29228 2.91924 -0.39629
*
```

Here are the Löwdin charges for atoms 1 to 2, given in e: -0.194, -0.097

***

Which structure wins on stability? i wins.

***

i | C2H9N3O2S | wB97M-V/def2-TZVPD

Summary:
Gap between HOMO and LUMO (eV): 9.66
E_HOMO (eV): -9.1924
SMILES: CN(C)NS(N)(=O)=O

ORCA input file:
```
! wB97M-V def2-TZVPD RIJCOSX def2/J DEFGRID3
* xyz 0 1
C -1.91622 0.56036 -0.61519
C -1.17555 -1.51947 0.31628
N 2.48626 1.33039 0.28964
N 0.24232 0.34866 0.08819
N -0.80587 -0.34977 -0.47439
O 2.19236 -1.17248 0.54746
O 1.91773 -0.25494 -1.66993
S 1.77624 -0.12083 -0.26338
H -1.69724 1.23622 -1.42725
H -2.80825 0.06889 -0.85573
H -2.05734 1.16131 0.36327
H -1.55752 -2.15618 -0.43768
H -0.35615 -1.88877 0.95516
H -2.14552 -1.21298 0.97124
H 3.38767 1.55832 0.00306
H 2.34713 1.43525 1.29492
H 0.16995 0.97601 0.91433
*
```

Here are the Löwdin charges for atoms 1 to 2, given in e: -0.093, -0.070

***

ii | C2H9N3O2S | wB97M-V/def2-TZVPD

Summary:
Gap between HOMO and LUMO (alpha / beta) (eV): 8.75 / 8.75
E_HOMO (alpha / beta) (eV): -8.3919 / -8.3922

ORCA input file:
```
! wB97M-V def2-TZVPD RIJCOSX def2/J DEFGRID3
* xyz 0 1
C 1.35489 0.12934 0.79585
C 0.64772 -2.17805 0.62219
N -1.57254 2.45284 -1.04085
N 0.52794 -0.89719 -1.21300
N 1.01271 -1.00466 -0.07155
O -1.43493 1.02604 1.06110
O -1.25862 -0.31314 -1.04524
S -2.05443 0.86192 -0.24571
H 2.29141 -0.04984 1.30535
H 1.64013 1.06999 0.18376
H 0.35058 0.42243 1.21001
H 0.24877 -2.82318 -0.08563
H 1.46586 -2.76589 1.23322
H -0.28165 -1.89076 1.35969
H -1.83360 3.25149 -0.43894
H -1.85749 2.64855 -1.89095
H 0.75324 0.06012 -1.73930
*
```

Here are the Löwdin charges for atoms 1 to 2, given in e: -0.027, -0.065

***

Which structure wins on stability? i wins.